# 1
DFT (ωB97M-V/def2-TZVPD) results for a 11-piece molecular cluster, C25H74NO21 overall in a non-equilibrium geometry.

```
! RIJCOSX wB97M-V def2-TZVPD def2/J DEFGRID3
* xyz 1 1
C 18.45624 12.83354 17.18274
N 19.24707 11.88476 18.07196
C 18.25532 11.04321 18.79139
C 20.12719 10.92872 17.24935
C 20.00952 12.67473 18.97147
C 20.80845 11.88171 20.09092
O 21.50776 12.86168 20.85460
H 19.06636 13.54869 16.35347
H 18.01428 13.47066 17.79853
H 17.57825 12.40925 16.70018
H 18.70851 10.24789 19.22618
H 17.60351 10.60027 18.07281
H 17.64582 11.50120 19.59891
H 20.66668 10.17294 17.89971
H 21.06165 11.48551 16.98560
H 19.57551 10.55590 16.39114
H 19.53366 13.42697 19.54667
H 20.65107 13.35001 18.51745
H 21.57579 11.23594 19.62435
H 20.18354 11.28280 20.61710
H 22.18480 12.38457 21.35781
C 25.12009 10.49606 23.32504
C 24.32440 11.85468 23.20944
O 23.16755 11.46322 22.52023
O 26.14892 10.76860 24.21635
H 25.46034 10.12813 22.43316
H 24.77775 9.67468 23.84872
H 24.91270 12.32037 22.42851
H 24.01282 12.46194 24.09784
H 22.44927 11.17751 23.28117
H 26.54433 10.02228 24.42642
C 19.84961 17.74033 17.58378
C 20.24783 16.34386 18.01552
O 20.58319 15.43832 16.93900
O 19.91680 18.57363 18.60381
H 18.93457 17.53335 17.21951
H 20.66870 17.85382 16.83903
H 19.44167 15.94243 18.41694
H 20.98307 16.09725 18.62955
H 21.03816 15.79819 16.30909
H 20.91138 18.43734 18.91187
C 14.01989 13.98440 16.70673
C 15.19192 15.03916 16.61931
O 15.94544 14.78508 15.47358
O 13.18567 14.24612 17.82981
H 14.47799 12.94221 16.94198
H 13.52793 13.86823 15.80075
H 15.79606 15.16070 17.42354
H 14.51402 16.11526 16.57179
H 16.81913 15.30342 15.20155
H 12.32240 13.82654 17.66772
C 15.83752 7.43962 19.37385
C 15.16450 7.71305 18.09467
O 14.86222 9.17945 17.82923
O 16.16642 6.15544 19.23052
H 15.07876 7.65724 20.19382
H 16.69893 8.08959 19.51986
H 14.11117 7.14061 17.89118
H 15.78138 7.38675 17.18469
H 14.19663 9.55401 18.52440
H 15.75271 5.62037 19.83837
C 20.11861 13.62583 12.47864
C 18.99903 12.64181 12.84307
O 19.31048 11.92018 13.98437
O 19.71344 14.07166 11.24721
H 21.15849 13.17967 12.27812
H 20.19453 14.56324 13.08194
H 18.75056 11.80987 12.21387
H 17.93460 12.98183 12.80392
H 19.97334 11.22349 13.69795
H 19.29529 15.05997 11.09241
C 16.86457 9.46709 23.60003
C 17.66054 10.15633 22.51349
O 18.24163 9.21437 21.69617
O 17.78186 8.67991 24.42300
H 16.09579 8.86824 23.19512
H 16.25229 10.23210 24.23584
H 18.48853 10.90617 22.86761
H 16.97713 10.85793 21.91162
H 18.49835 8.62208 22.42598
H 17.30958 8.10507 24.74882
C 23.64889 6.99477 19.19953
C 22.88143 8.24439 19.79010
O 23.20737 9.41903 19.00907
O 22.97248 5.83014 19.45662
H 24.68531 6.87891 19.54931
H 23.57448 7.25572 18.13537
H 23.35089 8.43737 20.87534
H 21.79026 8.00570 19.92736
H 23.68267 9.96160 19.34662
H 23.64123 5.34545 19.30088
C 15.58475 16.57027 20.20030
C 16.52916 15.57957 21.20479
O 16.85059 14.59125 20.36769
O 15.03543 17.59910 21.01809
H 14.76046 16.01513 19.74832
H 16.17388 16.99982 19.41967
H 15.86945 15.14497 21.95519
H 17.28522 16.35479 21.50836
H 16.49691 13.81938 20.44718
H 15.35189 18.40334 20.96253
C 24.87694 13.88486 19.53359
C 23.70674 14.73827 19.26595
O 23.62902 15.78234 20.20926
O 25.17180 12.81911 18.61689
H 24.82237 13.26843 20.35225
H 25.71922 14.53373 19.55334
H 22.92044 14.23936 19.18386
H 23.79079 15.32433 18.42048
H 24.55245 16.14110 20.13258
H 26.11591 12.33230 18.90918
C 24.23586 13.39851 14.71087
C 22.94917 13.07302 15.63850
O 23.22315 12.03888 16.50480
O 24.10602 14.49063 13.80372
H 24.44892 12.46313 14.24729
H 25.05621 13.51408 15.20467
H 22.09878 12.86288 14.99828
H 22.63310 13.98647 16.07555
H 23.85189 12.31776 17.16141
H 24.87955 14.56533 13.36007
*
```

Results
energy above the lowest of the compared OMol25 structures with the same formula, charge and spin	90.8	kcal per mole
E_tot	-2630.6716	hartree

=====

# 2
DFT (ωB97M-V/def2-TZVPD) results for a 13-piece molecular cluster, C25H76N10O13 overall in a non-equilibrium geometry.

```
! RIJCOSX wB97M-V def2-TZVPD def2/J DEFGRID3
* xyz 0 1
C -22.03204 -7.01921 16.20898
O -21.47160 -6.82394 17.48835
H -22.62360 -6.11518 15.96062
H -22.70988 -7.88773 16.23861
H -21.19556 -7.09807 15.60833
H -20.47976 -7.05341 17.44750
C -18.04872 -5.88645 17.83791
O -18.49138 -7.14554 17.34377
H -17.03812 -6.02768 18.17430
H -18.79558 -5.57261 18.52453
H -17.92022 -5.21901 17.09017
H -17.65897 -7.64203 17.43463
C -15.52759 -8.85506 16.15449
O -15.88307 -8.17282 17.25725
N -14.47237 -8.62627 15.39534
N -16.17573 -9.92109 15.77096
H -13.94124 -7.78943 15.67541
H -14.29516 -9.13663 14.55150
H -17.04279 -10.21788 16.18792
H -15.96783 -10.44385 14.92385
C -17.72832 -4.08125 21.78322
O -18.06080 -4.28303 20.40192
N -18.31621 -3.24073 22.45191
N -16.86339 -4.81912 22.38447
H -19.00569 -2.59314 21.98756
H -18.15482 -2.93602 23.41447
H -16.38631 -5.64243 21.99052
H -16.58745 -4.78676 23.33103
C -17.03572 -2.18333 14.83986
O -15.88575 -2.83198 14.57034
N -17.42249 -1.87481 16.08281
N -17.85278 -1.63886 14.00742
H -16.97710 -2.39261 16.85135
H -18.40195 -1.58707 16.25545
H -17.66565 -1.75022 13.03489
H -18.69835 -1.15516 14.27893
C -21.53746 -4.44535 21.63406
O -22.91821 -4.61872 21.48160
N -20.88229 -4.21334 22.68333
N -20.80854 -4.29438 20.60733
H -21.47145 -4.20901 23.58833
H -19.86200 -3.89864 22.75948
H -21.35790 -4.31938 19.74082
H -19.76783 -4.28249 20.62002
C -14.42687 -7.21809 21.29289
O -13.23208 -7.24331 21.97418
N -14.37755 -7.07333 20.00625
N -15.63377 -7.12378 21.77655
H -13.52512 -6.91844 19.56087
H -15.15797 -7.46427 19.47240
H -15.64014 -7.19628 22.76781
H -16.49086 -7.22288 21.30607
C -18.69691 -6.28816 14.30981
C -18.31880 -4.86951 13.94410
C -17.76357 -4.62351 12.55438
O -19.21017 -3.98067 13.92962
H -17.85244 -6.81214 14.76788
H -19.01958 -6.83131 13.41920
H -19.44212 -6.16870 15.05293
H -17.59604 -4.59931 14.67348
H -16.69900 -4.30836 12.59778
H -18.34443 -3.89226 11.96655
H -17.91230 -5.48303 11.93526
H -18.88144 -3.21019 14.30922
C -22.11044 -1.80330 17.73939
C -21.70788 -3.24724 17.42013
C -20.21580 -3.49578 17.08642
O -22.03322 -4.08148 18.27275
H -21.79246 -1.05445 17.03150
H -22.06865 -1.35230 18.73055
H -23.17496 -1.93827 17.60436
H -22.26180 -3.40161 16.46214
H -19.97544 -2.76363 16.32593
H -20.26378 -4.47493 16.57282
H -19.42283 -3.42599 17.91958
H -22.24387 -4.93422 17.80478
C -20.10872 -7.56770 20.34742
C -18.87999 -7.43177 21.14766
C -18.58421 -8.78448 21.76264
O -17.89448 -7.27106 20.38907
H -20.81360 -7.98430 21.14091
H -20.10195 -8.14841 19.44483
H -20.54213 -6.62046 20.04976
H -18.95455 -6.57000 21.79385
H -18.18379 -9.50898 21.06490
H -19.42441 -9.31019 22.18467
H -17.76991 -8.70473 22.51801
H -17.86020 -6.40560 20.05295
C -18.59825 -10.34740 18.24871
C -19.27652 -10.92911 17.04747
C -19.93709 -9.84794 16.16087
O -18.50428 -11.52301 16.25675
H -17.71798 -9.80206 18.02939
H -18.36571 -11.07646 18.93417
H -19.24483 -9.65002 18.70968
H -20.05534 -11.62659 17.30078
H -20.77851 -9.41343 16.57448
H -20.22707 -10.17787 15.18509
H -19.25566 -8.98524 15.99595
H -18.13595 -12.33801 16.59156
C -13.47227 -5.06532 14.46522
C -13.56236 -5.38537 15.90375
C -15.03537 -5.44314 16.28776
O -13.06898 -6.41907 16.39336
H -12.49267 -4.81229 14.17588
H -14.13350 -4.31373 14.07387
H -13.56848 -5.96106 13.79761
H -13.08586 -4.60189 16.47593
H -15.58118 -6.07438 15.57596
H -15.47456 -4.46893 16.39462
H -15.13028 -5.80415 17.34309
H -12.40483 -6.22179 17.08116
C -14.81858 -3.95287 19.64212
C -15.51571 -2.89024 18.94524
C -14.65005 -1.97449 18.09459
O -16.56095 -3.16841 18.36079
H -14.81198 -3.81682 20.68427
H -13.80514 -4.10417 19.26745
H -15.46740 -4.87590 19.50350
H -15.84218 -2.13661 19.77553
H -14.34578 -2.51680 17.18440
H -13.71956 -1.65136 18.72508
H -15.23422 -1.05616 18.09851
H -17.14860 -3.57373 19.06264
*
```

Results
energy above the lowest of the compared OMol25 structures with the same formula, charge and spin	178.6	kcal per mole
E_tot	-2523.4352	hartree